(w)
2 unconnected molecules or ions with the total composition C5H14, computed with the ωB97M-V functional and the def2-TZVPD basis.

```
19
Properties=species:S:1:pos:R:3
H -2.146 -0.934 -2.071
C -0.990 0.717 0.666
H -0.162 0.088 0.945
H -1.310 1.412 1.443
C 2.253 -1.034 0.893
H 1.389 -1.012 1.545
H 2.326 -1.868 0.198
H 3.155 -1.177 1.495
H -1.115 0.446 -1.978
H 2.386 1.071 0.852
C 2.368 0.294 0.086
H -3.069 0.362 0.219
H -2.130 -1.067 0.340
C -2.047 0.039 -1.585
H 1.413 0.456 -0.402
C -2.101 -0.052 -0.058
H 3.212 0.177 -0.583
H -0.562 1.452 -0.026
H -2.871 0.629 -1.978
```

The orbital gap comes out at 12.414 eV. As for the SMILES: CCC.CC.

Mulliken population analysis, charges in e, atoms 1 to 2: 0.277 -0.646


(x)
2 unconnected molecules or ions with the total composition C5H14, computed with the ωB97M-V functional and the def2-TZVPD basis.

```
19
Properties=species:S:1:pos:R:3
H -0.066 -1.696 0.062
H 2.144 1.408 -1.068
C -0.336 -2.133 1.057
C 1.553 0.621 -0.778
H 1.922 -0.070 -1.449
H 1.828 0.422 0.262
H -0.370 -0.342 2.215
C 0.058 0.846 -1.101
H -1.368 2.083 -2.170
H -0.585 -1.688 3.261
C -0.349 2.284 -1.527
H 0.531 -2.793 1.190
C -0.768 -1.323 2.175
H -0.365 0.105 -1.841
H -0.594 2.818 -0.642
H -0.551 0.653 -0.195
H 0.331 2.701 -2.248
H -1.841 -1.171 1.987
H -1.174 -2.727 0.810
```

The orbital gap comes out at 12.357 eV. As for the SMILES: CCC.CC.

Mulliken population analysis, charges in e, atoms 1 to 2: 0.132 0.516


(y)
2 unconnected molecules or ions with the total composition C5H14, computed with the ωB97M-V functional and the def2-TZVPD basis.

```
19
Properties=species:S:1:pos:R:3
C 1.522 0.867 -0.818
H 0.592 1.261 -1.216
H -2.155 -0.334 2.708
H 1.735 1.470 0.077
C 1.238 -1.485 -1.679
H -1.739 1.407 2.648
H -0.595 0.236 2.158
H -1.333 0.602 0.016
C -2.185 0.585 0.689
H 2.166 -1.979 -1.982
H -2.663 1.554 0.563
H 0.526 -0.708 0.213
C 1.394 -0.617 -0.434
H 2.338 1.036 -1.527
H -2.902 -0.176 0.404
H 0.834 -0.960 -2.539
C -1.664 0.447 2.140
H 2.308 -0.860 0.101
H 0.583 -2.345 -1.520
```

The orbital gap comes out at 12.656 eV. As for the SMILES: CCC.CC.

Mulliken population analysis, charges in e, atoms 1 to 2: -1.299 0.347


(z)
2 unconnected molecules or ions with the total composition C5H14, computed with the ωB97M-V functional and the def2-TZVPD basis.

```
19
Properties=species:S:1:pos:R:3
C -0.691 -2.587 0.524
H 1.858 3.818 0.384
H 2.528 2.556 1.255
H 0.322 -2.276 0.759
H -1.604 -0.666 0.240
H 2.155 2.262 -0.483
H -0.554 -3.457 -0.111
H -0.733 -0.179 -1.945
H 0.523 1.753 1.832
H 0.075 1.433 0.223
C -0.571 -1.182 -1.548
H 0.476 -1.215 -1.243
H -0.340 3.015 0.746
H -2.395 -1.987 -0.654
C 0.421 2.248 0.867
H -0.628 -1.899 -2.363
C 1.833 2.726 0.433
C -1.439 -1.567 -0.357
H -1.237 -2.797 1.441
```

The orbital gap comes out at 12.522 eV. As for the SMILES: CCC.CC.

Mulliken population analysis, charges in e, atoms 1 to 2: -1.173 0.260


Energies relative to the most stable structure are (w) 8.8; (x) 27.2; (y) 0.0; (z) 3.0, reported in kcal/mol.


(w)
2 unconnected molecules or ions with the total composition C5H14, computed with the ωB97M-V functional and the def2-TZVPD basis.

```
19
Properties=species:S:1:pos:R:3
C -0.953 2.466 0.027
H -1.921 2.408 -0.427
H 1.599 1.098 -1.894
H 0.374 -1.378 1.248
H 0.370 0.780 0.603
H 2.116 1.553 -0.397
H 1.335 -2.422 0.125
H -0.539 -4.006 0.135
H -0.115 -1.570 -0.416
H -1.663 -2.895 0.791
H -0.739 0.495 -0.817
C 0.336 -2.071 0.423
H -1.099 2.593 1.133
H 1.358 2.675 -1.411
C -0.609 -3.197 0.879
H -0.415 3.360 -0.227
C -0.055 1.267 -0.327
H -0.237 -3.623 1.805
C 1.224 1.660 -1.027
```

The orbital gap comes out at 11.984 eV. As for the SMILES: CCC.CC.

Mulliken population analysis, charges in e, atoms 1 to 2: -1.128 0.279


(x)
2 unconnected molecules or ions with the total composition C5H14, computed with the ωB97M-V functional and the def2-TZVPD basis.

```
19
Properties=species:S:1:pos:R:3
H -0.424 0.870 1.174
H -3.197 -0.275 1.571
H -2.790 1.420 2.025
H -2.720 0.250 -0.882
H 2.773 -1.381 -2.285
H -2.065 1.863 -0.485
C 3.179 -0.816 -1.463
H 3.535 0.198 -1.846
H 4.037 -1.353 -1.034
H -1.925 0.045 2.793
H -1.078 0.754 -1.354
H -1.071 -0.785 0.669
C -1.834 0.819 -0.585
C -1.335 0.289 0.761
H 1.653 -1.605 -0.072
H 2.401 -0.046 0.444
C 2.036 -0.600 -0.433
C -2.366 0.397 1.888
H 1.191 -0.044 -0.887
```

The orbital gap comes out at 12.312 eV. As for the SMILES: CCC.CC.

Mulliken population analysis, charges in e, atoms 1 to 2: 0.217 0.320


Energies relative to the most stable structure are (w) 14.5; (x) 0.0, reported in kcal/mol.


(w)
2 unconnected molecules or ions with the total composition C5H14, computed with the ωB97M-V functional and the def2-TZVPD basis.

```
19
Properties=species:S:1:pos:R:3
H 1.393 1.075 0.142
C 2.400 1.317 0.448
H 2.131 -0.481 1.681
H 3.158 0.806 2.371
H 2.361 2.279 0.808
C -1.394 -1.804 -0.742
H 3.726 -0.273 0.881
H -0.971 -2.330 -1.597
H -0.774 -1.449 0.119
C -2.030 -0.532 -1.103
H -2.897 -0.612 -1.722
H -2.863 0.641 0.710
H -2.141 -2.430 -0.206
H -2.550 1.474 -0.539
H -1.686 -0.005 -2.102
C -2.023 0.613 -0.156
H -1.037 0.914 0.250
C 2.914 0.260 1.496
H 2.954 1.265 -0.451
```

The orbital gap comes out at 10.949 eV. As for the SMILES: CCC.CC.

Mulliken population analysis, charges in e, atoms 1 to 2: -0.042 -0.604


(x)
2 unconnected molecules or ions with the total composition C5H14, computed with the ωB97M-V functional and the def2-TZVPD basis.

```
19
Properties=species:S:1:pos:R:3
H 0.425 2.301 -1.890
H -1.241 3.413 -0.521
C 0.759 2.669 -0.921
H -0.244 -0.450 1.862
H -0.098 -0.354 0.022
C 0.506 -2.845 -0.459
C -0.422 2.929 0.017
H 0.020 -2.875 1.674
H -0.857 1.931 0.125
H 1.467 3.492 -1.041
H -0.123 -3.024 -1.330
C -0.465 -0.893 0.890
C -0.341 -2.430 0.750
H -1.537 -0.623 0.908
H 1.253 -2.130 -0.817
H -1.350 -2.789 0.574
H 1.104 -3.726 -0.212
H 1.374 1.868 -0.524
H -0.231 3.535 0.893
```

The orbital gap comes out at 12.241 eV. As for the SMILES: CCC.CC.

Mulliken population analysis, charges in e, atoms 1 to 2: 0.269 0.276


(y)
2 unconnected molecules or ions with the total composition C5H14, computed with the ωB97M-V functional and the def2-TZVPD basis.

```
19
Properties=species:S:1:pos:R:3
C -0.147 -1.653 0.965
H -1.440 0.137 2.249
C -2.099 -0.107 1.411
H 2.448 0.252 -2.243
H 0.901 -1.440 0.762
H -1.804 -1.303 -0.297
H -0.839 0.151 -0.298
H 1.119 -0.294 -1.417
H -0.402 -1.528 2.002
H 2.672 0.406 -0.599
H 0.304 1.814 -0.700
H -2.747 -0.893 1.764
C 1.222 1.880 -1.281
C -1.170 -0.687 0.309
H 1.991 2.512 -0.857
H -2.615 0.824 1.184
C 1.871 0.475 -1.328
H -0.169 -2.702 0.663
H 0.901 2.156 -2.289
```

The orbital gap comes out at 12.399 eV. As for the SMILES: CCC.CC.

Mulliken population analysis, charges in e, atoms 1 to 2: -0.887 0.348


(z)
2 unconnected molecules or ions with the total composition C5H14, computed with the ωB97M-V functional and the def2-TZVPD basis.

```
19
Properties=species:S:1:pos:R:3
H 0.628 2.464 -0.620
C -0.968 -0.749 1.029
C 0.723 2.494 -1.577
H -0.932 -2.846 1.164
H 2.393 1.195 -1.745
H -2.664 -1.944 0.875
C 1.338 1.072 -1.926
H 0.541 0.035 2.269
C -1.533 -2.088 0.665
H 0.926 -1.301 1.235
H -1.582 -0.063 1.534
C 0.263 -0.840 1.993
H -0.034 2.676 -2.284
H 1.397 0.853 -3.010
H 1.561 3.253 -1.578
H 0.739 0.270 -1.472
H 0.161 -1.572 2.745
H -0.554 -0.081 0.207
H -1.514 -2.274 -0.425
```

The orbital gap comes out at 11.778 eV. As for the SMILES: CCC.CC.

Mulliken population analysis, charges in e, atoms 1 to 2: 0.373 0.063


Energies relative to the most stable structure are (w) 33.9; (x) 0.0; (y) 4.3; (z) 37.0, reported in kcal/mol.


(w)
2 unconnected molecules or ions with the total composition C5H14, computed with the ωB97M-V functional and the def2-TZVPD basis.

```
19
Properties=species:S:1:pos:R:3
H 1.074 1.852 2.643
H 0.042 2.866 0.643
H 2.094 3.221 -0.330
C 0.539 1.243 1.918
H -2.538 -1.208 -1.406
C 1.995 2.197 0.027
H -0.459 1.060 2.307
H 2.758 1.994 0.778
H 2.207 1.519 -0.806
H -0.842 -3.774 -1.174
H 1.137 0.339 1.996
H 0.059 1.333 -0.189
H -2.116 -2.067 0.086
C -2.171 -2.155 -0.998
C 0.577 1.920 0.567
H -0.534 -2.465 -2.498
H -2.960 -2.873 -1.206
C -0.825 -2.736 -1.484
H -0.036 -2.268 -0.876
```

The orbital gap comes out at 12.272 eV. As for the SMILES: CCC.CC.

Mulliken population analysis, charges in e, atoms 1 to 2: 0.383 0.246


(x)
2 unconnected molecules or ions with the total composition C5H14, computed with the ωB97M-V functional and the def2-TZVPD basis.

```
19
Properties=species:S:1:pos:R:3
H -2.816 0.141 1.124
H 0.390 -0.382 -1.078
C 2.157 1.909 -0.623
H 0.901 -1.146 0.394
H 1.857 1.569 -1.615
H -2.479 -2.314 1.131
H 2.051 -0.850 -0.951
H 3.233 2.034 -0.706
H 2.284 0.633 1.163
C -2.698 -0.394 0.178
H -1.619 -2.221 -0.325
C 1.220 -0.435 -0.369
H 1.716 2.854 -0.315
C -1.858 -1.616 0.567
H -3.544 -0.718 -0.423
H 0.709 1.289 0.855
H -2.167 0.316 -0.466
H -0.917 -1.516 1.091
C 1.580 0.846 0.367
```

The orbital gap comes out at 12.330 eV. As for the SMILES: CCC.CC.

Mulliken population analysis, charges in e, atoms 1 to 2: 0.241 0.336


Energies relative to the most stable structure are (w) 0.0; (x) 3.4, reported in kcal/mol.